Formula: C6H7IN2
Source: the Open Molecules 2025 dataset
Level of theory: wB97M-V/def2-TZVPD

Energy in Ha: -639.907402
LUMO level (alpha / beta) in eV: -0.16 / -0.17
Gap between HOMO and LUMO (alpha / beta) in eV: 7.84 / 8.08
Molecular weight in g/mol: 234.0
Largest force on an atom in eV Å⁻¹: 3.1

```
! RIJCOSX wB97M-V def2-TZVPD def2/J DEFGRID3
* xyz 0 1
C -0.113 2.941 -0.720
C -0.498 1.504 0.738
C 0.157 0.820 -0.234
C 0.512 -0.619 -0.209
C -0.362 -1.301 0.874
C -0.394 -0.539 2.153
N -0.657 2.799 0.461
N 0.398 1.769 -1.198
I 1.376 -0.244 3.211
H -0.066 3.860 -1.273
H 0.339 -1.100 -1.176
H 1.571 -0.748 0.045
H -1.392 -1.370 0.509
H 0.015 -2.322 1.020
H -1.283 -0.511 2.754
H 0.882 1.628 -2.071
*
```



Formula: C34H35N2P2PdSe3Te
Source: the Open Molecules 2025 dataset
Level of theory: wB97M-V/def2-TZVPD

Energy in Ha: -9709.044984
LUMO level (alpha / beta) in eV: 1.15 / 1.15
Gap between HOMO and LUMO (alpha / beta) in eV: 4.81 / 4.80
Molecular weight in g/mol: 1004.5
Largest force on an atom in eV Å⁻¹: 0.7

```
! RIJCOSX wB97M-V def2-TZVPD def2/J DEFGRID3
* xyz -1 1
Pd 0.411 -1.222 -0.084
C 3.605 -0.793 0.612
P 2.412 -0.381 -0.700
C 3.045 -1.143 -2.219
C 3.257 -0.371 -3.358
C 3.746 -0.949 -4.516
C 4.045 -2.306 -4.545
C 3.855 -3.079 -3.409
C 3.353 -2.500 -2.253
C 2.199 1.299 -0.812
C 2.906 2.229 -0.030
C 2.487 3.519 0.096
C 1.219 3.867 -0.475
C 0.474 3.005 -1.189
C 0.929 1.615 -1.558
C 2.820 -0.651 1.883
C 3.133 -0.337 3.188
C 1.924 -0.461 3.933
C 0.947 -0.849 3.040
C -0.506 -1.197 3.211
P -1.367 -0.580 1.708
C -1.393 1.194 2.119
C -2.448 1.768 2.831
C -2.359 3.067 3.300
C -1.197 3.800 3.090
C -0.141 3.234 2.396
C -0.241 1.942 1.896
C -3.104 -1.077 1.912
C -4.086 -0.385 1.200
C -5.411 -0.777 1.253
C -5.783 -1.876 2.019
C -4.819 -2.564 2.736
C -3.488 -2.169 2.687
N 1.486 -0.938 1.794
H 3.951 -1.816 0.438
H 4.477 -0.140 0.546
H 3.046 0.692 -3.319
H 3.901 -0.340 -5.398
H 4.424 -2.762 -5.451
H 4.084 -4.137 -3.422
H 3.198 -3.118 -1.374
H 3.801 1.904 0.489
H 3.055 4.244 0.664
H 0.810 4.851 -0.261
H -0.509 3.316 -1.507
H 1.110 1.593 -2.649
H 4.106 -0.072 3.571
H 1.795 -0.302 4.993
H -0.639 -2.282 3.238
H -0.926 -0.764 4.120
H -3.345 1.194 3.027
H -3.190 3.503 3.841
H -1.117 4.811 3.470
H 0.770 3.791 2.224
H 0.584 1.520 1.333
H -3.811 0.481 0.612
H -6.157 -0.227 0.692
H -6.818 -2.190 2.057
H -5.098 -3.422 3.336
H -2.750 -2.727 3.245
Se 0.716 -3.578 0.738
Se -1.068 -4.593 1.527
Te -2.073 -4.261 -1.707
Se 0.109 -3.242 -1.659
C -2.219 -0.454 -1.987
C -0.995 0.336 -2.441
C -1.568 1.653 -2.999
C -0.293 -0.355 -3.622
N -0.114 0.561 -1.269
H -2.829 -0.750 -2.845
H -2.828 0.166 -1.332
H -1.967 -1.355 -1.440
H -2.272 1.411 -3.799
H -0.805 2.308 -3.422
H -2.110 2.199 -2.225
H -0.984 -0.492 -4.459
H 0.092 -1.333 -3.347
H 0.547 0.242 -3.983
*
```



Formula: C4H40N2O14S
Source: the Open Molecules 2025 dataset
Level of theory: wB97M-V/def2-TZVPD

Energy in Ha: -1737.293306
Expectation value of S²: 0.75
LUMO level (alpha / beta) in eV: 1.93 / 1.84
Gap between HOMO and LUMO (alpha / beta) in eV: 1.99 / 8.39
Molecular weight in g/mol: 372.4
Largest force on an atom in eV Å⁻¹: 5.8

```
! RIJCOSX wB97M-V def2-TZVPD def2/J DEFGRID3
* xyz -1 2
N 2.056 0.682 0.727
C 1.130 -0.335 0.364
C 0.437 0.056 -0.999
C 0.977 -1.043 -1.933
S 0.515 -0.580 -3.827
C 0.008 -0.489 1.489
N -0.787 -1.805 1.461
H 1.649 1.632 0.762
H 2.417 0.607 1.707
H 1.507 -1.331 0.348
H 0.662 1.118 -1.390
H -0.594 -0.079 -0.747
H 0.517 -2.036 -1.822
H 2.053 -0.945 -1.974
H 0.218 -1.737 -4.518
H -0.562 0.453 1.399
H 0.512 -0.501 2.497
H -0.434 -2.476 2.034
H -1.097 -2.236 0.508
H -0.570 2.804 1.464
H -1.057 4.027 2.051
O -1.124 3.060 2.248
H 2.775 -4.006 -1.898
H 3.375 -2.527 -2.108
O 2.706 -3.211 -2.549
H 4.342 -1.447 0.809
H 4.773 -0.662 -0.474
O 4.200 -1.292 -0.157
H -2.842 -2.876 2.074
H -2.297 -4.189 1.817
O -2.696 -3.725 2.500
H -4.239 2.389 1.566
H -3.578 2.522 0.241
O -4.292 2.851 0.737
H 4.268 1.418 0.497
H 3.498 0.894 -0.613
O 4.352 1.465 -0.408
H 2.303 -1.072 2.660
H 3.306 -2.221 3.177
O 2.968 -1.341 3.371
H -2.041 0.194 -2.916
H -2.778 1.290 -3.590
O -2.788 0.804 -2.811
H -4.547 -2.405 -0.242
H -3.743 -2.044 -1.430
O -3.811 -2.654 -0.797
H -0.592 4.628 -0.489
H -2.046 3.849 -0.539
O -1.271 4.091 -0.093
H -1.003 4.255 -2.978
H 0.280 3.813 -2.297
O -0.274 4.618 -2.521
H 2.179 2.980 -0.798
H 2.182 4.434 -1.188
O 1.535 3.673 -0.833
H -2.439 -0.817 4.000
H -2.526 0.671 3.423
O -2.727 0.105 4.108
H -0.792 -4.535 -0.627
H -2.512 -4.204 -0.401
O -1.640 -4.563 -0.070
*
```



Formula: C8H15N2
Source: the Open Molecules 2025 dataset
Level of theory: wB97M-V/def2-TZVPD

Energy in Ha: -422.899811
LUMO level in eV: -2.56
Gap between HOMO and LUMO in eV: 9.45
Molecular weight in g/mol: 139.2
Largest force on an atom in eV Å⁻¹: 5.4

```
! RIJCOSX wB97M-V def2-TZVPD def2/J DEFGRID3
* xyz 1 1
C 0.263 -3.017 -0.279
C -0.264 2.103 -1.560
C -1.070 2.624 -0.341
C -1.165 0.218 -0.294
C 0.077 0.887 -0.645
C -0.921 -3.549 -0.334
C 2.456 -2.010 0.163
C -0.332 1.261 1.842
N 1.021 -2.041 -0.113
N -0.726 1.394 0.408
H -0.824 1.817 -2.552
H 0.727 2.647 -1.783
H -0.769 3.575 0.304
H -2.172 2.623 -0.467
H -2.021 0.503 -0.934
H -1.189 -0.808 0.195
H 1.014 0.429 -0.759
H -1.398 -3.723 0.529
H -1.301 -4.035 -1.321
H 2.951 -1.699 -0.853
H 2.819 -3.011 0.590
H 2.472 -1.132 0.923
H 0.123 0.255 2.058
H 0.491 2.039 2.081
H -1.124 1.624 2.583
*
```